1.
145
Properties=species:S:1:pos:R:3:forces:R:3 method="wB97M-V/def2-TZVPD" total_energy_ev=-147788.133 smiles="CCCOc1c(CN)c(Br)c(OC[C@@H](C)O)c2c1C(=O)c1c(F)c(CCCCCOCC)c(N)c(CCCN)c1C2=O.CCOCC.CCOCC.CCOCC.CCOCC" mol_weight_g_mol=949.09
F -0.3707 0.8489 -1.6232 -0.01 0.07 -0.14
O 1.1144 6.0568 -0.2108 0.05 0.06 0.04
H -4.3276 0.6911 -2.8104 0.03 0.02 -0.10
H 0.8161 8.5775 1.3910 0.04 -0.05 0.02
C -3.8568 -6.0348 -1.4043 0.07 0.03 0.08
H -3.1857 3.4461 -6.9592 0.02 -0.01 0.00
C -3.0522 0.6585 -1.1065 0.27 -0.14 0.04
H -5.1691 -4.4137 -0.8858 -0.04 0.13 -0.03
C 1.0209 4.6478 -0.0795 -0.01 -0.10 0.04
H 2.4470 8.8632 2.0120 0.01 -0.02 -0.03
C 4.3834 -3.8523 0.2169 -0.01 -0.11 0.04
C 1.4686 9.3176 1.8562 -0.13 0.01 0.00
H 1.7024 4.1303 -2.0594 0.01 0.00 0.00
O 2.0932 0.4700 -0.8713 -0.37 -0.31 0.19
C 2.1745 -4.0089 5.8595 -0.06 0.08 -0.07
C -4.2023 1.5932 -6.5672 0.08 0.03 -0.05
C 3.9289 -1.7511 -0.8279 0.06 -0.03 0.00
H -4.4510 1.4179 -7.6201 -0.03 0.02 0.01
H 1.3076 -6.1474 2.1217 -0.05 0.02 0.04
H -6.5827 2.0135 -7.9132 -0.02 0.04 0.01
C 2.2809 -2.7749 0.6283 0.03 -0.27 -0.04
C -1.4502 -2.0256 1.1108 0.31 -0.03 -0.06
H -3.4811 -2.0684 -1.8088 0.09 0.03 -0.02
N -3.7823 -1.2423 0.8931 -0.01 0.10 -0.08
H -0.0779 6.3852 -1.8759 -0.01 -0.05 0.02
H 1.0565 9.5646 2.8359 0.05 0.03 0.01
H 0.9717 -5.1795 0.6948 0.05 0.14 -0.16
H 3.7289 -6.1346 7.8218 -0.01 -0.01 -0.01
H -2.6255 -0.9142 5.4224 -0.03 0.07 0.03
C 0.0125 6.6945 -0.8283 -0.06 0.08 -0.05
C 6.0835 0.8951 -1.8242 -0.13 0.29 0.10
H -2.5561 1.5817 -1.3967 -0.12 0.20 0.16
O 4.3172 -0.7798 -1.6987 0.24 -0.14 0.03
C -7.1191 1.4289 -7.1650 0.06 -0.04 -0.03
H -3.7642 -6.8039 -2.1681 0.02 0.00 -0.07
C 3.1359 -3.8661 0.8356 -0.18 0.23 -0.03
Br 5.5237 -5.3263 0.5375 0.10 -0.08 0.02
H 1.1794 -4.1811 5.4482 0.00 -0.01 0.00
H 6.5864 -3.2869 -3.2427 -0.13 0.03 -0.07
O 0.8384 -3.2486 2.4295 0.00 0.10 -0.11
H -1.6153 5.4517 -0.0837 -0.02 0.00 -0.04
H 6.5864 2.9457 -2.3717 0.00 0.03 -0.02
C -2.0417 -0.2057 -0.4034 -0.01 0.06 -0.05
C 3.9245 -4.0437 8.2671 -0.07 0.03 -0.01
H -2.8811 -3.4804 1.7293 0.01 0.02 -0.11
H 1.1884 12.3017 3.0511 -0.03 -0.02 0.03
H 3.1948 -4.6394 4.0671 -0.02 -0.01 -0.06
O -4.3973 -4.1832 -2.7903 0.03 0.07 -0.09
N 6.0816 -3.7351 -2.4884 0.38 0.14 0.10
H -2.0934 7.0661 -0.6025 0.01 0.03 0.00
C -4.7150 -1.9248 -3.5539 -0.17 0.01 0.24
H -4.1435 -2.1838 0.8200 -0.03 -0.03 0.04
H -5.0294 -1.3024 -1.5328 0.02 0.02 0.02
C 3.7075 -5.1845 7.2870 0.07 -0.03 0.01
O 2.4515 -5.1625 6.6380 -0.06 -0.05 0.02
H 3.7948 -8.0838 1.1491 0.03 0.04 0.08
C 1.5991 10.5387 0.9636 0.10 -0.02 0.02
H 0.8659 2.8276 -1.2065 0.05 -0.05 0.00
H -3.9183 -1.9815 -4.2965 0.03 0.00 -0.06
C -1.3081 6.4983 -0.1024 0.03 -0.06 0.05
H -3.2815 1.0456 -6.3650 0.00 -0.02 0.00
H -7.0554 0.9455 -5.0745 0.01 0.00 0.02
C -6.4780 1.5304 -5.7916 -0.07 0.04 0.01
H 0.5841 13.5351 1.9426 -0.01 0.01 0.00
H -2.7631 -0.0206 -3.1235 0.05 -0.06 -0.03
C 0.2889 -0.8528 -0.1394 0.01 -0.12 0.02
H -4.8753 3.6650 -6.5165 0.01 0.00 -0.05
O 1.1197 -7.1931 -0.5816 0.09 -0.09 0.15
H -1.8981 -3.4435 4.1904 -0.07 -0.03 0.05
H -0.7319 10.7958 2.3580 0.04 0.00 0.01
O -5.1685 0.9978 -5.7203 0.00 -0.09 0.08
H 7.2977 2.4446 -0.8608 -0.05 0.02 0.16
C 6.1394 -2.8711 -1.2946 0.09 -0.22 0.06
H 0.2065 4.3811 0.6052 -0.02 0.01 -0.02
H 2.4432 -9.0140 0.5353 0.03 -0.04 -0.08
C 0.9821 -2.6796 1.3650 0.01 -0.13 0.26
H -1.2416 -3.9224 2.0671 0.15 -0.02 -0.04
H -5.4888 -1.2539 -3.9344 0.07 0.04 -0.24
H 2.2945 -8.1391 2.0666 -0.07 -0.04 0.05
H 6.8801 -3.2247 -0.5749 0.02 0.00 0.00
C 6.4014 2.3620 -1.4713 0.10 -0.10 -0.23
C -0.6968 -0.0683 -0.7062 -0.10 -0.07 -0.06
C -2.1183 -2.6057 3.5281 0.07 -0.17 0.02
C 0.8715 3.8990 -1.3909 0.01 0.15 -0.05
C 2.2129 -6.8777 0.2943 -0.33 -0.10 -0.22
C -3.9811 3.0743 -6.3128 -0.07 0.00 0.06
H -3.8651 0.8689 -0.4175 -0.09 0.05 -0.04
H 4.1666 -3.5752 5.0874 -0.03 0.05 0.03
H -6.4928 2.5681 -5.4386 0.02 0.01 -0.03
H -5.7076 -3.7032 -4.2967 -0.09 0.01 -0.04
C -2.3972 -1.1755 0.5298 -0.11 0.11 0.06
C 4.8029 -2.8262 -0.6068 -0.08 0.29 -0.12
C 3.1552 -3.7741 4.7251 0.15 -0.01 0.14
H -4.1084 -6.5132 -0.4580 -0.06 -0.07 0.01
H -1.2324 6.8457 0.9294 -0.01 0.01 0.00
N -1.6267 -1.0696 5.3559 -0.01 -0.15 -0.21
C -0.4030 11.6281 1.7246 -0.07 0.01 0.06
H 4.8864 -4.1630 8.7674 0.00 -0.02 0.01
H -0.2175 -1.7225 3.9819 0.02 0.01 -0.12
H 6.4318 -1.8684 -1.5703 -0.07 0.16 -0.15
H 4.5214 -5.2150 6.5529 -0.01 0.04 -0.01
H -7.1423 0.3911 -7.5001 -0.01 0.00 0.00
O 2.8246 -4.9112 1.6328 -0.03 -0.20 0.00
H 0.6549 -7.9582 -0.2319 -0.04 -0.01 0.02
H -3.1697 -2.3559 3.6990 -0.06 0.07 -0.04
C 4.8059 0.4480 -1.1363 0.09 0.39 -0.05
C 1.7234 -0.6098 -0.4562 0.12 0.31 -0.07
H 4.9579 0.3387 -0.0595 -0.01 -0.09 0.05
H 6.5869 -4.5927 -2.3015 -0.17 -0.11 0.01
H 1.9501 4.3516 0.4082 0.01 0.01 0.01
C 0.2923 12.6871 2.5633 0.08 -0.01 -0.04
C -4.1937 -1.3609 -2.2385 -0.15 -0.11 0.07
H -2.8861 -5.5536 -1.2869 0.02 0.05 0.00
H -3.6931 3.2445 -5.2745 0.01 0.00 0.00
H -1.1713 -0.2057 5.6183 0.02 0.02 0.07
H 3.9274 -3.0724 7.7713 0.04 0.00 -0.01
H -3.9109 -0.9285 1.8465 -0.04 -0.07 0.09
H -0.0558 4.1569 -1.9062 -0.02 -0.04 0.03
H 3.1381 -4.0346 9.0230 0.00 0.00 0.00
C -1.2677 -1.4341 3.9759 0.05 0.21 0.37
C -5.3493 -3.2871 -3.3511 0.20 -0.04 0.07
H 2.8344 -2.9144 4.1370 -0.03 -0.02 -0.04
H -6.2038 -3.1825 -2.6744 -0.06 -0.03 0.04
H 0.2666 7.7554 -0.8346 0.03 0.00 -0.01
H -5.8197 -5.5139 -2.1093 -0.08 0.02 0.02
H -1.2989 12.0515 1.2699 0.00 -0.01 -0.01
H 6.9270 0.2737 -1.5333 0.04 -0.21 -0.13
C 2.7099 -8.0978 1.0609 0.15 0.04 -0.03
C -3.5757 0.0157 -2.3930 -0.15 0.11 -0.13
C -1.9237 -3.0827 2.0692 -0.08 -0.13 0.25
H 2.1006 -3.1218 6.4994 0.04 -0.01 0.01
C -4.9070 -5.0090 -1.7715 0.04 -0.23 0.03
H 3.0071 -6.5115 -0.3552 -0.01 0.12 -0.05
H -1.3769 -0.5889 3.2861 -0.04 -0.01 -0.12
H 2.2869 11.2678 1.4076 -0.03 0.01 0.03
O 0.3648 11.1531 0.6352 -0.02 0.00 -0.08
H 5.5730 2.8402 -0.9509 -0.02 0.02 0.10
H -0.3813 13.0426 3.3437 -0.02 0.01 -0.01
H 5.9278 0.8065 -2.8984 0.06 -0.15 -0.05
H 2.0271 10.2463 0.0046 -0.01 0.01 -0.01
C -0.1003 -1.8495 0.7662 -0.11 -0.02 -0.05
H 4.0410 1.2085 -1.2825 0.09 -0.08 0.01
C 2.6709 -1.7345 -0.2235 -0.03 0.05 0.06
H -8.1423 1.8036 -7.1243 -0.01 -0.01 0.01
C 1.7446 -5.7472 1.2069 0.05 0.04 0.22



2.
22
Properties=species:S:1:pos:R:3:forces:R:3 method="wB97M-V/def2-TZVPD" e_above_lowest_ev=1.701 charge=-1 mol_weight_g_mol=136.24
H -1.4761 2.1810 -0.4743 0.20 -0.12 -0.07
H 0.5728 1.8893 1.6635 -0.58 -0.22 0.35
H 1.0837 1.1395 0.3188 -0.39 -0.12 -0.66
H -0.0637 -0.3521 1.8593 -0.38 -0.03 0.05
H 2.3222 -1.7463 -0.6305 -1.38 0.15 0.64
C -0.3377 -0.5280 -1.2010 -0.82 -0.54 -0.04
S 0.5627 3.2664 -1.3083 -0.41 -0.03 0.51
H -0.9146 3.2937 0.7143 0.22 0.17 -0.11
H 3.2839 -0.4982 -0.8620 -0.75 -1.17 0.02
H 0.7193 -0.5349 -0.9660 0.34 0.63 -0.27
C 0.1269 1.4301 0.7666 1.11 0.50 0.34
C -0.5518 2.5520 -0.0070 -0.07 -0.01 -0.82
H 0.0088 -2.4898 0.7466 0.54 0.41 -0.38
O 3.1456 -1.4679 -0.9727 2.19 1.01 -0.67
H -0.7122 0.3374 -1.7370 0.68 0.56 0.24
N -1.1290 -0.7245 0.0394 1.58 -0.18 -0.62
C -0.6776 0.2160 1.1386 -0.96 -0.84 -0.17
C -0.9812 -2.1232 0.4307 -0.62 0.50 0.42
H -1.5726 -2.3255 1.3355 -0.39 -0.09 -0.46
H -1.2979 -2.6682 -0.4561 -0.21 -0.59 0.40
H -1.6601 0.4885 1.5464 0.48 0.21 0.70
H -0.4516 -1.3353 -1.9447 -0.39 -0.19 0.58



3.
18
Properties=species:S:1:pos:R:3:forces:R:3 method="wB97M-V/def2-TZVPD" e_above_lowest_ev=1.324 charge=+1 mol_weight_g_mol=106.21
C -1.0811 -0.5680 -0.2484 -0.34 0.28 0.08
H 0.6692 0.6895 -1.8038 0.55 -0.13 -0.38
N 1.7287 0.6975 -1.8576 0.10 0.32 0.64
H -1.8009 0.9353 1.1461 -0.03 0.04 -0.38
H -0.0910 1.0013 0.7854 0.05 0.05 0.24
H -1.9008 -1.2802 -0.1705 -0.02 0.04 0.12
H 0.2178 -1.0252 2.2941 0.01 -0.03 0.04
H 2.1475 1.5417 -2.2196 -0.10 0.40 -0.17
H -0.1844 -1.1668 -0.4058 0.09 -0.03 -0.20
H -2.5400 0.9650 -1.2871 0.31 0.28 -0.13
H 2.0882 -1.0500 -0.8942 -0.03 0.06 0.23
C 2.4987 -0.1182 -1.2627 -0.38 -0.39 -0.01
C -0.7290 -0.4829 2.2810 0.31 0.19 -0.41
C -0.9176 0.3135 0.9826 -0.19 -0.28 0.40
H -0.7430 0.2060 3.1226 0.02 -0.10 0.10
S -1.3813 0.4541 -1.7435 -0.31 -0.68 0.11
H 3.5521 0.0922 -1.1214 0.05 0.01 -0.33
H -1.5330 -1.2047 2.4027 -0.08 -0.03 0.07



4.
46
Properties=species:S:1:pos:R:3:forces:R:3 method="wB97M-V/def2-TZVPD" e_above_lowest_ev=1.163 charge=-1 mol_weight_g_mol=754.77 multiplicity=2
O 2.6932 -1.8738 2.4733 -0.09 0.03 0.02
S 1.9991 -2.1365 -4.6070 -0.01 0.02 0.02
C 0.7056 -3.4773 3.1265 0.00 0.03 -0.01
S 2.0577 -0.7997 -1.9345 0.01 0.02 0.11
F 4.8245 -2.6696 0.2542 0.03 -0.05 0.01
F 1.3230 -3.3775 4.3023 -0.04 -0.03 -0.04
C 0.3744 0.6084 2.3912 -0.25 -0.08 0.27
C -1.9158 1.3112 -1.1538 -0.07 0.00 0.28
C -1.2742 1.9014 -3.7471 0.04 0.00 -0.05
F 6.0637 -4.3823 0.7133 -0.02 0.04 0.04
N 0.7784 0.5463 3.6906 0.04 0.06 -0.03
H -2.9478 2.5253 1.5945 0.01 0.00 -0.02
S 1.7363 -2.6780 1.7721 0.09 -0.15 -0.16
C 0.6497 -3.0618 -5.2850 0.02 -0.08 0.01
F 0.4637 -4.7599 2.8714 -0.02 0.04 0.00
O 0.6820 -3.6022 -6.3567 -0.01 0.05 -0.01
N -0.9145 0.4514 2.1516 0.24 -0.02 -0.21
N -1.0843 0.4710 0.7957 -0.24 -0.05 0.15
C -3.2349 1.6002 1.0889 0.01 0.04 0.07
N 2.3280 -3.8346 0.8903 0.05 0.06 0.28
S 1.5539 0.9804 1.1771 0.30 0.28 0.00
C -2.5273 2.2590 -3.2686 -0.05 0.01 0.05
O 3.7569 -5.8134 0.5997 -0.04 0.02 -0.02
O 0.6972 -2.0274 0.9946 0.17 0.27 0.00
S -0.9478 -1.8914 -1.4862 -0.11 -0.21 -0.26
H 0.1277 0.0981 4.3164 -0.01 0.00 0.00
C -2.8440 1.9665 -1.9586 0.03 -0.01 -0.10
H 0.5919 0.9578 -3.2389 0.02 0.00 -0.01
C 5.0609 -3.6155 1.1622 -0.03 0.00 0.01
Ru 0.3300 -0.2657 -0.4282 -0.12 -0.69 0.19
H -0.9742 2.1177 -4.7628 0.00 0.00 0.00
C -2.1065 1.0646 0.2747 0.07 0.01 -0.32
C -0.3914 1.2554 -2.9084 -0.09 -0.02 0.08
H -4.1141 1.7952 0.4788 0.00 -0.01 0.00
N -0.6920 0.9492 -1.6361 0.00 0.53 -0.15
C 1.2243 -1.6965 -3.0975 -0.11 -0.06 -0.01
H -3.8056 2.2406 -1.5507 0.00 -0.01 0.01
O 3.5122 -4.8724 2.8821 0.01 -0.05 -0.06
H -3.4909 0.8793 1.8639 0.00 0.01 0.00
F 5.4635 -3.0354 2.2905 0.01 0.02 -0.04
H -3.2433 2.7622 -3.9049 0.01 -0.01 -0.01
H 1.7473 0.3012 3.8192 0.00 -0.02 -0.01
F -0.4701 -2.8423 3.2263 0.09 -0.03 0.04
C -0.0758 -2.1493 -2.9130 0.10 -0.03 -0.05
S 3.5508 -4.6888 1.4577 -0.03 0.02 -0.04
S -0.7572 -3.1118 -4.2055 -0.01 0.02 -0.01